1.
A 2-piece molecular cluster, C10H20IN3O2P overall in a non-equilibrium geometry, computed with ωB97M-V/def2-TZVPD.

Computed properties:
2S+1: 1
Total charge: +1
DFT total energy in Eh: -1346.54655
HOMO in hartree: -0.434
Kohn-Sham gap in eV: 8.7

Last column: Löwdin charge in e.
Geometry (Å):
I: -1.30 -3.25 -2.30  0.471
P: -1.31 -0.78 -2.07  0.573
O: -1.23 -0.07 -3.62  -0.370
O: 0.40 1.25 0.65  -0.101
N: 2.38 0.46 -3.89  0.108
N: 0.58 -1.19 0.94  0.137
N: -2.58 -1.38 2.07  0.145
C: 0.40 2.78 2.54  -0.052
C: 3.16 -0.23 -3.14  -0.201
C: 0.30 -0.23 -1.25  -0.379
C: 2.80 -0.43 -1.63  -0.148
C: -0.09 -0.01 0.31  -0.341
C: -0.50 1.98 1.51  -0.218
C: -3.38 -0.61 2.36  -0.252
C: 1.49 -1.27 -1.39  -0.305
C: 1.47 -2.00 0.00  -0.073
C: -4.39 0.38 2.72  -0.050
H: -1.05 2.75 0.91  0.132
H: 1.06 -3.04 0.03  0.115
H: 2.46 -2.11 0.52  0.140
H: -1.24 1.34 2.04  0.103
H: -1.20 -0.05 0.25  0.088
H: -0.26 3.30 3.26  0.085
H: 1.44 -2.04 -2.18  0.094
H: 1.59 0.81 -3.34  0.027
H: 3.65 -1.01 -1.18  0.109
H: -1.12 -0.79 -4.25  0.028
H: 1.06 2.04 3.03  0.075
H: -3.97 1.15 3.37  0.087
H: 0.58 0.81 -1.53  0.122
H: 1.18 -0.84 1.69  0.190
H: 4.06 -0.69 -3.57  0.114
H: 2.76 0.52 -1.05  0.125
H: -0.20 -1.82 1.18  0.148
H: 0.98 3.50 1.92  0.086
H: -4.80 0.87 1.84  0.092
H: -5.22 -0.08 3.26  0.094



2.
One molecule with the formula C10H20N2O4, computed with ωB97M-V/def2-TZVPD.

Computed properties:
SMILES: CCOCCCNC(=O)N[C@@H](C)C(=O)OC
2S+1: 1
Total charge: 0
Relative energy (zero: lowest compared OMol25 entry of this formula, charge and spin) in kJ/mol: 92.09
DFT total energy in Eh: -803.54122
HOMO in hartree: -0.341
Kohn-Sham gap in eV: 10.1

Last column: Löwdin charge in e.
Geometry (Å):
O: -1.02 0.09 -0.94  0.064
O: 1.72 -3.55 0.00  -0.153
O: -2.99 4.18 -1.52  -0.024
O: -1.08 4.40 -0.37  0.117
N: -1.17 1.84 0.51  0.095
N: 0.75 0.58 0.40  0.058
C: -2.05 3.76 -0.69  -0.466
C: 2.49 -4.55 -0.63  -0.277
C: -2.35 2.37 -0.14  -0.274
C: 1.51 -0.61 0.10  -0.188
C: 2.83 -5.73 0.27  -0.078
C: -2.81 5.48 -2.07  -0.041
C: 1.59 -1.55 1.30  -0.153
C: 2.41 -2.80 0.98  -0.246
C: -0.51 0.78 -0.09  -0.553
C: -3.53 2.45 0.84  -0.023
H: 2.56 -3.39 1.89  0.120
H: -0.61 2.54 0.97  0.133
H: 2.05 -1.04 2.15  0.113
H: 0.58 -1.86 1.59  0.123
H: 3.41 -4.11 -1.04  0.118
H: -2.60 1.70 -0.97  0.153
H: 1.05 1.13 1.19  0.137
H: -1.87 5.53 -2.62  0.098
H: -3.65 5.65 -2.74  0.093
H: 1.92 -6.12 0.74  0.078
H: 3.29 -6.52 -0.32  0.072
H: 2.51 -0.32 -0.22  0.124
H: 3.53 -5.44 1.06  0.065
H: 3.40 -2.50 0.60  0.126
H: 1.00 -1.11 -0.72  0.121
H: -4.41 2.84 0.33  0.079
H: 1.86 -4.89 -1.46  0.120
H: -3.74 1.46 1.23  0.084
H: -2.79 6.23 -1.28  0.098
H: -3.28 3.12 1.67  0.086



3.
A 2-piece molecular cluster, C10H20N2P overall in a non-equilibrium geometry, computed with ωB97M-V/def2-TZVPD.

Computed properties:
2S+1: 3
Total charge: +1
Relative energy (zero: lowest compared OMol25 entry of this formula, charge and spin) in kJ/mol: 0.00
DFT total energy in Eh: -843.41673
HOMO (alpha / beta) in hartree: -0.366 / -0.457
Kohn-Sham gap (alpha / beta) in eV: 6.9 / 6.0

Last column: Mulliken spin population.
Geometry (Å):
P: 0.45 0.03 -0.22  0.367
N: 1.11 -1.24 0.64  0.094
N: 1.01 1.36 0.58  0.422
C: 2.13 1.33 1.49  -0.021
C: -2.33 -0.51 -1.05  -0.019
C: 0.72 2.70 0.08  -0.003
C: -3.65 -0.14 -0.55  0.022
C: 0.64 -0.03 -2.71  0.899
C: -3.49 0.53 0.63  -0.001
C: -1.40 0.07 -0.01  0.127
C: -2.08 0.55 1.04  0.009
C: 0.25 -2.33 1.24  -0.003
C: 2.33 -1.78 0.05  0.001
H: -1.57 1.10 1.86  0.001
H: 1.57 -0.33 -3.12  -0.002
H: -4.53 -0.26 -1.11  0.000
H: 3.11 -2.20 0.65  0.000
H: -0.31 3.03 0.21  0.016
H: 2.43 0.31 1.58  0.002
H: -2.30 -1.53 -1.06  0.001
H: 0.69 2.73 -1.01  0.010
H: -0.45 -1.79 1.86  0.002
H: -0.33 -2.99 0.65  0.002
H: 2.01 -2.45 -0.81  0.001
H: 0.19 0.94 -2.85  0.006
H: 3.01 -1.03 -0.46  -0.002
H: 2.94 1.89 1.06  0.011
H: -4.13 0.83 1.41  0.001
H: -0.21 -0.78 -2.77  0.024
H: -2.05 -0.24 -2.10  0.001
H: 0.84 -2.83 1.90  0.005
H: 1.85 1.72 2.49  0.026
H: 1.56 3.32 0.43  0.000